(1)
Density functional theory data (ωB97M-V with the def2-TZVPD basis set) for a single C5H5NO molecule in a non-equilibrium geometry.

XYZ file:
```
12
Properties=species:S:1:pos:R:3:forces:R:3
N 2.70778 1.36166 0.36485 -0.79 -0.82 0.12
C 1.97523 0.47924 0.19347 0.71 0.78 0.09
C 1.18193 -0.61721 -0.27919 0.29 -0.05 -0.80
O -0.44241 -0.50522 1.70524 -0.92 0.41 0.04
C -1.26224 -0.13333 0.90558 0.00 0.02 0.67
C -0.88037 0.65484 -0.37167 0.09 -0.05 -0.04
C 0.01410 -0.41644 -0.90760 0.35 -0.15 0.09
H 1.59254 -1.60694 -0.11715 0.29 0.08 -0.60
H -2.30701 -0.46197 0.99263 -0.23 0.24 0.11
H -1.75848 0.91960 -0.96862 0.22 -0.21 0.07
H -0.34077 1.56718 -0.08562 -0.05 -0.26 -0.01
H -0.45430 -1.23407 -1.45160 0.06 0.00 0.25
```
Positions in Å, forces in eV/Å.

For the energy above the lowest of the compared OMol25 structures with the same formula, charge and spin, the calculation gives 205.7 kJ/mol. The HOMO-LUMO gap is 9.443 eV. As for the spin multiplicity: 1.

=====

(2)
Density functional theory data (ωB97M-V with the def2-TZVPD basis set) for a molecular structure, C20H46BF6MgNO13S2 in a non-equilibrium geometry.

XYZ file:
```
90
Properties=species:S:1:pos:R:3:forces:R:3
Mg 1.75248 0.49821 2.41667 -0.17 -1.06 -0.05
C 3.41602 2.20051 5.54473 1.02 0.39 -1.06
F 4.32685 2.22192 6.49646 -0.17 -0.02 0.47
F 2.20234 2.05924 6.03930 -0.07 -0.37 0.23
F 3.45257 3.36264 4.89445 -0.10 -0.06 -0.05
S 3.90598 0.73298 4.41914 -2.35 -2.71 0.83
O 5.22340 0.29881 4.73803 0.24 1.09 -0.51
O 2.89051 -0.26044 4.72244 -0.41 0.61 0.21
N 3.47683 1.08342 2.84197 3.87 1.68 2.16
S 4.82883 1.71982 2.23793 2.48 1.55 -1.12
O 5.47697 2.66213 3.13150 -1.05 -0.47 -0.17
O 5.70984 0.72320 1.68860 -1.05 0.18 -0.41
C 4.25778 2.87719 0.85461 0.98 -1.38 -0.09
F 3.64271 2.20927 -0.10828 -0.46 0.06 -0.07
F 3.52928 3.87211 1.30927 -0.38 0.15 0.09
F 5.38587 3.34290 0.32913 0.15 0.40 0.16
B 1.02443 1.01801 0.57059 -0.53 0.80 -1.71
H 1.83647 0.23663 0.52137 1.58 -1.57 -0.74
H 1.49767 1.89299 1.11359 0.95 2.17 0.65
H 0.61475 1.33398 -0.45480 -0.47 0.19 -0.92
H 0.29531 0.65674 1.35023 -2.51 -0.86 0.66
C 3.51686 -1.99814 0.76883 0.97 0.22 -0.36
O 2.62558 -1.55434 1.77509 -1.23 -0.31 -0.11
C 1.42487 -2.33636 1.76164 0.68 -1.13 0.81
C 0.73471 -2.16274 3.10245 -1.31 -0.08 -0.27
O 0.56881 -0.75534 3.27407 -0.34 -0.85 0.72
C -0.41803 -0.26918 4.16731 -0.11 0.75 -0.20
C -0.55104 1.25276 3.91756 -0.57 -1.73 0.07
O 0.71717 1.77896 3.56726 -0.95 0.95 1.34
C 0.59980 3.20498 3.42816 0.66 0.01 -1.05
H 3.80262 -3.02555 1.00536 0.18 0.05 -0.10
H 4.38190 -1.33397 0.76092 0.06 -0.14 0.45
H 3.16956 -1.95483 -0.27033 -0.75 -0.01 0.27
H 1.69568 -3.39790 1.70104 0.10 -0.01 -0.05
H 0.79281 -2.15747 0.89030 -0.06 0.59 0.07
H 1.18116 -2.69397 3.94578 0.84 0.68 0.01
H -0.26640 -2.61452 3.10331 -0.07 0.09 -0.55
H -0.16277 -0.43598 5.21497 0.24 -0.37 -0.12
H -1.38192 -0.71407 3.90514 0.00 -0.16 0.26
H -0.97330 1.63702 4.85000 0.29 0.57 -0.11
H -1.28296 1.38407 3.11608 0.17 0.40 -0.08
H 1.57942 3.57159 3.12838 0.03 0.00 0.15
H 0.28015 3.70676 4.33826 -0.08 -0.30 0.17
H -0.07444 3.40696 2.59335 -0.19 0.09 0.15
C -1.72046 -6.41627 -7.03696 -0.50 -0.43 -0.15
O -0.84633 -5.77738 -7.93159 0.41 0.11 0.34
C -0.53365 -4.42149 -7.63412 -0.15 -0.62 0.02
C 0.32094 -4.28703 -6.36482 -0.72 -0.72 0.36
O 0.33682 -2.98213 -5.84742 0.85 0.20 -0.29
C -0.82350 -2.59929 -5.14712 -0.48 -0.20 -0.56
C -0.51877 -1.39245 -4.33455 0.11 0.71 1.65
O 0.12476 -1.76821 -3.11814 0.64 -0.57 -0.30
C 0.28133 -0.72140 -2.19870 0.11 0.76 -0.51
H -2.76061 -6.09453 -7.16795 0.01 0.16 -0.13
H -1.50033 -6.31781 -5.97030 0.35 0.15 -0.11
H -1.66817 -7.47334 -7.29544 -0.08 -0.03 0.11
H -1.46341 -3.84717 -7.59941 0.03 0.21 0.20
H 0.04782 -4.10665 -8.49753 -0.03 0.31 0.03
H 1.30184 -4.70431 -6.59599 0.38 0.81 0.02
H -0.00410 -4.93880 -5.54326 -0.45 -0.17 -0.28
H -1.21519 -3.40918 -4.52024 0.23 -0.03 0.14
H -1.63046 -2.34777 -5.84749 0.02 0.04 -0.07
H -1.42023 -0.86656 -3.99241 -0.30 -0.03 -0.63
H 0.10987 -0.68575 -4.88587 -0.02 -0.05 -0.12
H 1.03183 -0.96272 -1.45198 -0.37 -0.50 0.26
H -0.68724 -0.42771 -1.78562 0.01 -0.13 0.43
H 0.69556 0.20171 -2.62681 -0.07 -0.07 -0.45
C -4.68063 0.76006 3.73605 0.45 0.25 0.13
O -3.78446 1.00127 2.67247 0.00 -0.21 0.05
C -4.03856 0.16262 1.54386 -0.01 1.08 0.09
C -2.94296 0.44545 0.55835 1.41 -0.19 -1.23
O -3.17160 1.69044 -0.08108 -1.32 0.53 0.56
C -2.16464 2.28502 -0.84969 1.51 -0.25 -0.23
C -2.47775 3.71273 -1.28634 -0.10 -1.48 0.84
O -3.44127 3.68790 -2.30607 -0.45 0.65 0.48
C -3.78517 5.00064 -2.71668 0.03 0.05 -0.06
H -5.70869 0.88094 3.38956 -0.12 -0.07 0.26
H -4.43540 1.47503 4.52264 -0.25 0.22 -0.16
H -4.52036 -0.21876 4.20728 -0.20 -0.22 -0.36
H -4.95973 0.47270 1.03454 -0.26 -0.22 0.33
H -4.10855 -0.86057 1.91856 0.15 -0.26 -0.50
H -2.84207 -0.29075 -0.24917 -0.45 -0.45 0.21
H -1.96050 0.39969 1.04758 -0.03 0.36 0.18
H -1.89313 1.70468 -1.74379 -0.30 -0.23 0.03
H -1.24439 2.32503 -0.25355 -0.02 0.10 -0.03
H -1.55471 4.18299 -1.63679 0.11 0.04 0.07
H -2.80003 4.16393 -0.33725 -0.36 0.66 -0.41
H -3.05003 5.34581 -3.44585 -0.12 0.15 -0.22
H -3.80754 5.73832 -1.90890 0.15 -0.24 0.30
H -4.79326 5.00006 -3.12385 0.08 -0.21 -0.32
```
Positions in Å, forces in eV/Å.

The HOMO-LUMO gap is 9.467 eV. As for the spin multiplicity: 1.

=====

(3)
Density functional theory data (ωB97M-V with the def2-TZVPD basis set) for a molecular structure, C54H48F3N3O6ReS4Si in a non-equilibrium geometry.

XYZ file:
```
120
Properties=species:S:1:pos:R:3:forces:R:3
Re 0.04858 0.77666 -0.37160 -5.28 1.28 0.51
C 0.81928 2.48960 6.10337 -0.01 -0.12 -0.06
Si 0.84182 3.44517 4.49232 -0.04 0.26 0.31
C 2.05521 4.85147 4.65828 0.04 -0.01 -0.08
C -0.85960 4.16168 4.22296 -0.03 -0.13 -0.17
C 1.54280 2.26846 3.18776 -0.07 -0.10 0.07
C 2.80731 1.78504 3.45376 0.10 -0.07 -0.07
C 3.46207 0.92863 2.56349 0.02 -0.08 0.00
C 2.80310 0.56060 1.42540 0.10 -0.06 -0.43
N 1.55829 0.98426 1.13559 0.00 0.51 0.59
C 0.93072 1.84867 1.98420 1.64 0.15 1.11
S -0.56518 2.37255 1.43969 0.13 -0.03 -0.74
H 0.44532 3.13160 6.90334 0.01 -0.02 0.03
H 1.81641 2.14509 6.38455 0.00 -0.01 0.03
H 0.16548 1.61609 6.03726 -0.02 0.02 0.03
H 1.70784 5.54558 5.42634 0.03 0.02 0.00
H 2.15229 5.40189 3.72053 0.01 0.03 0.01
H 3.04908 4.50232 4.94381 0.02 0.03 0.00
H -1.08324 4.80297 5.07952 0.03 0.00 0.01
H -1.63483 3.39674 4.16462 -0.01 0.00 -0.02
H -0.91429 4.77268 3.32191 -0.01 0.00 -0.01
H 3.32490 2.08548 4.35894 -0.01 0.01 0.00
H 4.46063 0.56370 2.75386 0.01 0.03 -0.02
H 3.26098 -0.09870 0.69873 0.02 0.02 0.01
C -0.93324 -3.17278 6.99942 -0.01 0.07 -0.05
C -0.89316 -2.66207 5.58445 -0.01 -0.12 0.03
C -0.29449 -1.45002 5.27352 0.03 0.04 0.03
C -0.26438 -0.98732 3.96449 0.04 0.10 0.01
C -0.82377 -1.75861 2.96469 -0.09 0.81 0.10
C -1.43858 -2.96817 3.24184 -0.05 -0.12 0.03
C -1.46084 -3.41173 4.54954 -0.02 -0.02 0.04
S -0.83126 -1.18983 1.25973 0.82 -1.63 -0.14
O -2.09285 -1.67481 0.69297 -0.32 0.06 0.04
C 0.47280 -2.36029 0.77245 0.00 0.25 0.23
C 1.68918 -2.25657 1.49011 -0.09 0.07 0.22
C 2.74890 -3.03853 1.18313 0.10 -0.22 -0.26
C 2.67551 -3.94872 0.09049 -0.04 0.10 0.13
C 3.78629 -4.74831 -0.27693 -0.02 0.15 0.14
C 3.71743 -5.58366 -1.34734 -0.20 -0.12 -0.27
C 2.52702 -5.64794 -2.11111 0.37 -0.11 0.06
C 1.44217 -4.89922 -1.77331 -0.15 0.13 0.11
C 1.46943 -4.03698 -0.64356 0.09 -0.02 -0.01
C 0.32733 -3.24435 -0.24828 0.04 0.04 -0.58
C -0.90838 -3.46663 -1.06542 0.08 -0.10 0.41
C -1.54628 -4.74049 -0.92936 0.02 -0.13 -0.02
C -1.21406 -5.62801 0.13049 0.08 0.20 -0.05
C -1.81768 -6.84080 0.23967 -0.26 -0.25 -0.11
C -2.79024 -7.24749 -0.70954 0.20 -0.05 0.28
C -3.13082 -6.41966 -1.73215 -0.02 0.19 -0.14
C -2.52227 -5.14385 -1.86662 -0.04 0.05 -0.06
C -2.84635 -4.26805 -2.93670 -0.01 -0.21 0.08
C -2.28590 -3.03577 -3.01030 -0.01 0.14 0.05
C -1.35542 -2.61039 -2.02786 -0.10 0.26 -0.22
S -0.82711 -0.88165 -2.16501 0.58 -0.45 -1.63
O 0.02422 -0.78169 -3.39634 0.20 -0.07 0.28
C -2.40067 -0.16803 -2.67014 0.09 0.00 0.18
C -2.31607 0.78888 -3.65859 0.29 -0.08 -0.37
C -3.44103 1.50219 -4.03656 -0.15 -0.02 0.01
C -4.66635 1.25729 -3.43160 -0.07 -0.18 0.05
C -5.89840 2.02174 -3.83396 0.08 0.03 0.08
C -4.73404 0.25222 -2.45747 -0.03 0.15 -0.10
C -3.61350 -0.45521 -2.06601 -0.10 0.05 0.19
H -0.59229 -2.41489 7.70249 0.02 0.01 0.00
H -0.29439 -4.05001 7.11101 -0.01 -0.02 0.01
H -1.94692 -3.46008 7.27918 0.00 -0.03 0.00
H 0.14468 -0.84911 6.06098 -0.01 -0.01 0.00
H 0.18877 -0.02842 3.73662 -0.02 -0.02 -0.01
H -1.90078 -3.54235 2.44898 -0.01 0.03 -0.02
H -1.94020 -4.35722 4.77506 0.01 0.01 0.03
H 1.76365 -1.56307 2.31664 -0.05 -0.05 0.01
H 3.66453 -2.96040 1.75743 0.02 -0.05 -0.03
H 4.69870 -4.67684 0.30253 -0.02 0.03 0.03
H 4.57235 -6.18574 -1.62435 -0.01 -0.02 -0.02
H 2.47678 -6.29503 -2.97693 0.04 0.00 0.00
H 0.55673 -4.95993 -2.38844 -0.05 0.02 0.02
H -0.47606 -5.33309 0.86539 0.02 0.04 -0.03
H -1.55066 -7.50088 1.05461 -0.03 -0.02 -0.01
H -3.26025 -8.21776 -0.61817 0.02 -0.01 0.02
H -3.87252 -6.72668 -2.45926 0.00 0.05 -0.02
H -3.56233 -4.57909 -3.68707 0.02 -0.06 0.00
H -2.55468 -2.36881 -3.81659 0.02 0.02 0.01
H -1.36861 0.98315 -4.14786 -0.15 -0.18 0.04
H -3.34420 2.26231 -4.80390 -0.09 -0.02 -0.01
H -5.63629 2.98231 -4.27656 0.00 -0.01 -0.04
H -6.53929 2.21134 -2.97310 -0.03 -0.03 0.00
H -6.47963 1.46051 -4.56736 -0.02 0.00 -0.01
H -5.68142 0.03679 -1.97802 -0.02 0.02 -0.02
H -3.68435 -1.19260 -1.27731 0.08 0.02 0.02
N 1.79438 0.78793 -1.69589 0.88 -0.36 -0.43
C 2.68010 1.96963 -1.89786 -0.13 -0.54 0.27
C 2.54015 3.09842 -1.11333 -0.22 0.11 0.18
C 3.39051 4.16909 -1.32110 0.06 0.07 0.00
C 4.38234 4.10657 -2.29174 -0.03 0.04 0.00
C 4.52149 2.96223 -3.05924 0.00 -0.02 0.00
C 3.66901 1.88502 -2.85825 0.09 -0.05 -0.18
S 5.46265 5.52820 -2.52806 -0.03 -0.03 0.04
O 6.15370 5.61814 -1.25577 0.05 0.01 0.10
O 6.29052 5.15061 -3.65536 0.08 -0.04 -0.12
O 4.52301 6.60352 -2.78186 -0.08 0.09 -0.03
H 1.47038 0.43787 -2.60929 -0.17 0.11 0.03
H 2.41065 0.02033 -1.42585 0.01 0.07 0.22
H 1.76222 3.16158 -0.35703 0.04 -0.03 -0.10
H 3.29197 5.07154 -0.73161 0.01 0.01 -0.01
H 5.30110 2.93003 -3.80878 0.00 0.03 0.00
H 3.77626 0.98519 -3.45722 -0.03 0.01 0.02
F -1.35125 6.42753 -4.60992 -0.11 -0.07 0.00
C -2.23876 5.45572 -4.37604 0.03 -0.11 0.03
F -3.34610 6.01263 -3.86311 0.10 -0.02 -0.07
F -2.57248 4.91214 -5.56477 0.02 0.08 0.08
C -1.66714 4.39724 -3.46141 0.12 0.09 -0.04
C -0.53114 3.70013 -3.83120 -0.11 0.17 -0.15
C -0.05084 2.72163 -2.99140 0.50 -0.34 0.01
N -0.60354 2.39042 -1.81192 0.58 0.52 -0.44
C -1.68913 3.09922 -1.47032 -0.14 -0.26 0.50
C -2.24989 4.08691 -2.25304 -0.07 0.10 0.02
H -0.02142 3.89231 -4.76543 0.01 0.02 0.02
H 0.82278 2.17274 -3.31748 -0.17 0.09 0.11
H -2.16210 2.83532 -0.53610 0.05 -0.05 -0.10
H -3.13978 4.59003 -1.90495 0.01 0.01 0.00
O -1.72901 0.71276 -0.34218 0.93 -0.13 0.13
```
Positions in Å, forces in eV/Å.

For the energy above the lowest of the compared OMol25 structures with the same formula, charge and spin, the calculation gives 132.7 kJ/mol. The HOMO-LUMO gap (alpha / beta) is 6.352 / 6.348 eV. As for the spin multiplicity: 2.

=====

(4)
Density functional theory data (ωB97M-V with the def2-TZVPD basis set) for a gas-phase ion, C2H2ClN2 (charge +1) in a non-equilibrium geometry.

XYZ file:
```
7
Properties=species:S:1:pos:R:3:forces:R:3
C -0.11653 0.19694 0.48351 -0.87 0.68 -0.83
C 0.96675 -0.41165 0.07065 -0.06 -0.24 -0.27
N -2.29861 0.39464 -1.41014 -0.09 0.21 -0.11
N -1.44180 0.44812 -0.74291 1.65 -0.88 1.28
Cl 2.24394 -0.52815 1.18543 -0.27 0.00 -0.09
H -0.46856 0.78776 1.30363 -0.26 0.10 0.10
H 1.11483 -0.88767 -0.89018 -0.09 0.13 -0.09
```
Positions in Å, forces in eV/Å.

For the energy above the lowest of the compared OMol25 structures with the same formula, charge and spin, the calculation gives 34.4 kJ/mol. The HOMO-LUMO gap is 9.820 eV. The net charge is +1. As for the spin multiplicity: 1.

=====

> spin multiplicity of number 3 (C54H48F3N3O6ReS4Si)?

2